(1)
The following is a quantum chemistry calculation of a single C5H4O3 molecule at a distorted geometry, from the OMol25 dataset.

Values from the calculation:
2S+1: 1
max |F|: 0.1333 hartree/bohr
LUMO level: 0.38 eV
frontier orbital gap: 9.5 eV
highest occupied orbital energy: -9.12 eV
structure (SMILES): O=C1OC=C/C1=C\O

Geometry (Å):
C -1.655 0.573 0.033
C -0.434 0.086 0.047
C 0.065 -1.431 0.171
C 1.324 -1.404 -0.035
C 0.955 0.759 0.076
H -2.498 -1.124 0.142
H -2.068 1.694 -0.169
H -0.567 -2.411 0.763
H 2.096 -2.293 -0.080
O -2.701 -0.230 -0.177
O 1.943 -0.161 -0.258
O 0.947 1.970 0.135

These are the Mulliken partial charges, in e, on atoms 1 to 6: C 0.155; C 0.500; C -0.251; C -0.313; C 0.142; H 0.293

(2)
The following is a quantum chemistry calculation of a single C5H4O3S molecule at a distorted geometry, from the OMol25 dataset.

Values from the calculation:
2S+1: 1
max |F|: 0.0751 hartree/bohr
LUMO level (alpha / beta): -1.29 / -1.79 eV
frontier orbital gap (alpha / beta): 8.2 / 6.4 eV
highest occupied orbital energy (alpha / beta): -9.49 / -8.21 eV

Geometry (Å):
C -1.735 0.664 -0.214
C -1.837 -0.764 -0.591
C 0.036 -0.949 0.755
C 0.838 -0.389 -0.250
C 1.726 0.775 0.040
O -2.506 -1.097 -1.552
O 0.196 -0.976 1.933
O -1.166 -1.526 0.201
S -2.002 2.012 0.448
H 0.678 -0.755 -1.208
H 1.586 1.473 -0.799
H 2.713 0.351 0.240
H 1.472 1.181 0.999

These are the Mulliken partial charges, in e, on atoms 1 to 6: C 0.296; C 0.685; C 0.348; C -0.200; C -1.044; O -0.540

(3)
The following is a quantum chemistry calculation of a molecular structure, C5H4O7Ru at a distorted geometry, from the OMol25 dataset.

Values from the calculation:
2S+1: 6
max |F|: 0.1698 hartree/bohr
net charge: +1
LUMO level (alpha / beta): -5.79 / -8.35 eV
frontier orbital gap (alpha / beta): 8.2 / 6.1 eV
highest occupied orbital energy (alpha / beta): -14.01 / -14.46 eV
⟨S²⟩: 8.77

Geometry (Å):
O 1.920 0.111 1.696
C 2.699 0.475 0.742
O 3.503 1.394 0.758
O -1.091 -1.323 0.533
O -1.435 -0.283 -1.388
C -1.724 -0.538 -0.164
Ru 0.686 -1.296 1.259
O -1.891 0.744 0.567
C -1.933 1.846 -0.351
C -1.110 1.345 -1.551
O 2.326 0.199 -1.641
C 2.567 -0.393 -0.575
H -2.977 2.068 -0.605
H -1.508 2.745 0.111
H -0.186 1.935 -1.560
H -1.574 1.581 -2.514
O 2.125 -1.560 -0.306

These are the Mulliken partial charges, in e, on atoms 1 to 6: O -0.663; C 0.757; O -0.308; O -0.823; O -0.325; C 0.801

(4)
The following is a quantum chemistry calculation of a molecular structure, C5H4OS at a distorted geometry, from the OMol25 dataset.

Values from the calculation:
2S+1: 1
max |F|: 0.1624 hartree/bohr
LUMO level: 0.47 eV
frontier orbital gap: 9.8 eV
highest occupied orbital energy: -9.37 eV

Geometry (Å):
C 0.386 0.815 0.084
C 1.767 0.423 -0.329
C -0.162 -0.564 0.647
C -1.415 -0.780 0.073
C -2.586 -0.709 -0.411
H 2.394 0.736 0.616
H 2.308 0.809 -1.297
H -0.192 -0.701 1.745
H -3.567 -0.543 -0.908
O -0.254 1.841 -0.046
S 1.320 -1.327 -0.174

These are the Mulliken partial charges, in e, on atoms 1 to 6: C 0.103; C -0.252; C 0.031; C -0.408; C -0.118; H 0.202

(5)
The following is a quantum chemistry calculation of a single C5H4OS2 molecule at a distorted geometry, from the OMol25 dataset.

Values from the calculation:
2S+1: 1
max |F|: 0.0756 hartree/bohr
LUMO level: -0.15 eV
frontier orbital gap: 8.9 eV
highest occupied orbital energy: -9.01 eV

Geometry (Å):
C 0.964 2.461 0.492
C 0.204 1.539 0.171
C -0.160 -0.790 -0.172
C -0.805 -2.070 -0.561
C -0.605 0.464 -0.317
O -3.306 -0.738 -0.372
S -1.504 -2.452 -2.170
S -2.692 -2.067 -0.448
H 1.619 3.288 0.574
H 0.874 -0.791 0.313
H -0.378 -3.003 -0.087
H -1.641 0.674 -0.737

These are the Mulliken partial charges, in e, on atoms 1 to 6: C 0.097; C -0.618; C 0.019; C -0.417; C -0.288; O -0.489

(6)
The following is a quantum chemistry calculation of a single C5H4OS2 molecule at a distorted geometry, from the OMol25 dataset.

Values from the calculation:
2S+1: 1
max |F|: 0.0658 hartree/bohr
LUMO level: -2.12 eV
frontier orbital gap: 6.6 eV
highest occupied orbital energy: -8.74 eV
structure (SMILES): C=C(C=S)C(=S)C=O

Geometry (Å):
C 0.410 1.459 0.945
C 0.383 0.413 0.040
C -0.126 0.638 -1.326
C 0.413 -1.058 0.463
C -0.843 -1.808 -0.028
H 0.822 1.374 1.942
H 0.132 2.582 0.637
H 0.185 -0.057 -2.160
H -0.833 -2.867 0.451
O -1.763 -1.244 -0.628
S -0.454 2.150 -1.786
S 1.673 -1.581 1.449

These are the Mulliken partial charges, in e, on atoms 1 to 6: C -0.724; C 0.735; C -0.315; C -0.023; C 0.143; H 0.288

(7)
The following is a quantum chemistry calculation of a molecular structure, C5H4S at a distorted geometry, from the OMol25 dataset.

Values from the calculation:
2S+1: 1
max |F|: 0.0573 hartree/bohr
LUMO level (alpha / beta): -0.22 / -0.22 eV
frontier orbital gap (alpha / beta): 7.3 / 7.3 eV
highest occupied orbital energy (alpha / beta): -7.52 / -7.53 eV

Geometry (Å):
C -0.962 0.518 -0.417
C -0.304 0.481 -1.524
C -1.346 0.611 0.935
C -0.216 0.128 1.387
C 0.946 0.031 -0.942
S 1.497 -1.628 -0.866
H -2.253 1.006 1.455
H 0.322 -0.117 2.290
H 1.519 0.789 -0.315
H 0.798 -1.819 -2.003

These are the Mulliken partial charges, in e, on atoms 1 to 6: C 0.556; C -0.841; C -0.456; C -0.538; C 0.117; S -0.096

(8)
The following is a quantum chemistry calculation of a single C5H4S molecule at a distorted geometry, from the OMol25 dataset.

Values from the calculation:
2S+1: 1
max |F|: 0.0793 hartree/bohr
LUMO level: 0.66 eV
frontier orbital gap: 8.8 eV
highest occupied orbital energy: -8.15 eV
structure (SMILES): SC=C=C1C=C1

Geometry (Å):
C 0.776 -0.220 0.065
C 0.354 0.978 -0.205
C 1.394 -1.470 0.497
C 0.230 -1.142 1.076
C -0.782 1.594 -0.181
S -1.916 1.154 -1.559
H 2.227 -2.013 0.192
H -0.270 -1.647 1.875
H -0.861 2.657 0.013
H -1.152 0.108 -1.773

These are the Mulliken partial charges, in e, on atoms 1 to 6: C 0.180; C -0.336; C -0.438; C -0.263; C -0.205; S -0.202

(9)
The following is a quantum chemistry calculation of a single C5H4S molecule at a distorted geometry, from the OMol25 dataset.

Values from the calculation:
2S+1: 1
max |F|: 0.0638 hartree/bohr
LUMO level: 0.59 eV
frontier orbital gap: 9.9 eV
highest occupied orbital energy: -9.28 eV
structure (SMILES): C#CC#CCS

Geometry (Å):
C -1.759 0.759 -0.043
C -0.304 0.461 -0.003
C 0.876 0.240 -0.172
C 2.155 -0.218 -0.214
C 3.264 -0.636 -0.003
H -1.743 -1.665 0.577
H -1.963 1.380 0.873
H -2.031 1.411 -0.820
H 4.213 -0.974 -0.051
S -2.709 -0.759 -0.144

These are the Mulliken partial charges, in e, on atoms 1 to 6: C -0.471; C 0.101; C 0.354; C -0.564; C -0.419; H 0.163

(10)
The following is a quantum chemistry calculation of a single C5H4S2 molecule at a distorted geometry, from the OMol25 dataset.

Values from the calculation:
2S+1: 1
max |F|: 0.0898 hartree/bohr
LUMO level: -1.73 eV
frontier orbital gap: 7.0 eV
highest occupied orbital energy: -8.73 eV
structure (SMILES): S=C1C=CCC1=S

Geometry (Å):
C -0.557 -1.121 0.106
C -1.097 0.420 0.023
C 0.105 1.243 0.082
C 1.191 0.504 -0.188
C 1.004 -0.960 -0.116
H -1.721 0.450 -0.854
H -1.800 0.695 0.938
H -0.138 2.223 0.149
H 2.155 0.906 -0.161
S -1.452 -2.427 -0.037
S 2.309 -1.933 0.059

These are the Mulliken partial charges, in e, on atoms 1 to 6: C 0.089; C -0.423; C -0.429; C -0.516; C 0.254; H 0.288

Question: max |F| of number 9 (C5H4S)?
Answer: 0.0638 hartree/bohr

Question: The highest max |F| belongs to which entry?
Answer: C5H4O7Ru

Question: Which value of max |F| does entry 1 give?
Answer: 0.1333 hartree/bohr